Record 1
# C53H27BrF15GeHgN8OS

C53H27BrF15GeHgN8OS as an isolated structure in a non-equilibrium geometry (the ωB97M-V functional and the def2-TZVPD basis, the OMol25 dataset).

Properties
<S²> = 0.81
LUMO (spin up / spin down) = 3.5 / 3.5 eV
HOMO energy (spin up / spin down) = -0.37 / -1.47 eV

The geometry in ORCA input format:
```
! RIJCOSX wB97M-V def2-TZVPD def2/J DEFGRID3
* xyz -2 2
Hg -0.31 -0.74 -0.11
C 1.74 -4.82 4.70
C 1.30 -3.53 4.07
C 0.03 -3.00 4.33
C -0.39 -1.85 3.70
C 0.41 -1.16 2.77
N -0.06 -0.03 2.11
C -0.71 0.93 2.83
C -0.64 0.97 4.25
C -1.37 1.84 5.03
C -2.19 2.80 4.46
C -3.02 3.74 5.29
C -2.15 2.91 3.08
C -1.43 2.03 2.27
N -1.41 2.36 0.88
C -2.40 2.98 0.19
C -1.91 3.29 -1.05
C -0.59 2.81 -1.03
N -0.29 2.26 0.14
C 1.67 -1.73 2.48
C 2.09 -2.88 3.14
N 2.49 -1.24 1.42
C 3.80 -1.53 1.23
C 4.17 -1.00 0.01
C 3.00 -0.41 -0.49
N 2.01 -0.55 0.37
H 1.41 -4.88 5.74
H 2.82 -4.94 4.68
H 1.30 -5.67 4.17
H -0.63 -3.53 5.00
H -1.38 -1.48 3.89
H 0.01 0.25 4.74
H -1.30 1.77 6.11
H -3.15 3.34 6.30
H -4.01 3.88 4.85
H -2.56 4.73 5.39
H -2.68 3.73 2.60
H -3.39 3.13 0.60
H -2.42 3.76 -1.86
H 0.15 2.84 -1.81
H 3.03 -3.33 2.86
H 4.39 -2.06 1.95
H 5.13 -1.07 -0.46
H 2.83 0.12 -1.41
Br -6.37 6.12 -0.80
C -6.34 4.44 -1.73
C -7.37 3.53 -1.52
C -7.37 2.34 -2.22
C -6.33 2.01 -3.13
C -5.27 2.95 -3.26
C -5.29 4.16 -2.59
N -6.47 0.95 -3.96
N -5.48 0.28 -4.50
C -4.29 0.04 -3.87
C -3.17 -0.20 -4.68
C -1.90 -0.43 -4.18
C -1.63 -0.48 -2.80
O -0.42 -0.66 -2.33
C -2.78 -0.35 -1.93
N -2.56 -0.49 -0.60
C -3.56 -0.40 0.25
C -4.88 -0.27 -0.17
C -5.14 -0.15 -1.52
C -4.09 -0.10 -2.45
H -8.16 3.76 -0.82
H -8.17 1.62 -2.08
H -4.46 2.72 -3.94
H -4.49 4.87 -2.73
H -3.32 -0.15 -5.75
H -1.06 -0.56 -4.85
H -3.31 -0.47 1.30
H -5.69 -0.29 0.56
H -6.16 -0.12 -1.87
F -3.12 -6.74 -2.02
C -3.76 -5.88 -1.20
C -3.03 -4.88 -0.58
C -3.71 -4.08 0.31
F -3.06 -3.17 1.02
C -5.07 -4.22 0.54
F -5.70 -3.44 1.41
C -5.78 -5.21 -0.13
F -7.08 -5.37 0.09
C -5.11 -6.05 -1.00
F -5.79 -7.04 -1.61
Ge -1.05 -4.75 -0.83
S 0.12 -3.31 0.18
C -0.51 -6.54 -0.06
C 0.32 -7.49 -0.64
F 0.67 -7.38 -1.92
C 0.79 -8.59 0.06
F 1.59 -9.49 -0.52
C 0.40 -8.78 1.37
F 0.83 -9.84 2.06
C -0.46 -7.88 1.97
F -0.87 -8.09 3.23
C -0.89 -6.78 1.25
F -1.73 -5.94 1.85
C -0.68 -4.71 -2.79
C 0.65 -4.68 -3.19
F 1.62 -4.87 -2.29
C 1.02 -4.46 -4.50
F 2.31 -4.43 -4.86
C 0.05 -4.28 -5.47
F 0.39 -4.12 -6.74
C -1.28 -4.28 -5.10
F -2.22 -4.11 -6.03
C -1.62 -4.46 -3.77
F -2.92 -4.40 -3.45
*
```


Record 2
# C53H35Br15F2O12

C53H35Br15F2O12 as an isolated structure in a non-equilibrium geometry (the ωB97M-V functional and the def2-TZVPD basis, the OMol25 dataset).

Properties
LUMO = -1.5 eV
HOMO energy = -9.57 eV

The geometry in ORCA input format:
```
! RIJCOSX wB97M-V def2-TZVPD def2/J DEFGRID3
* xyz 0 1
C 1.40 4.80 -2.95
C 0.55 5.28 -1.84
O 0.76 6.68 -1.95
C 1.03 6.95 -3.22
O 1.19 8.05 -3.64
O 1.28 5.89 -3.89
F 0.89 4.87 -0.66
H 1.01 3.83 -3.25
H 2.47 4.70 -2.72
H -0.53 5.16 -1.97
C -1.82 -5.67 -2.26
C -2.04 -4.39 -2.85
O -1.02 -4.34 -3.91
C -0.23 -5.40 -3.69
O 0.84 -5.65 -4.35
O -0.60 -6.14 -2.72
F -1.70 -3.50 -1.83
H -2.62 -6.34 -2.58
H -1.62 -5.52 -1.20
H -3.06 -4.33 -3.23
C 0.64 0.80 1.76
C -0.25 -0.20 1.33
C -0.16 -0.70 0.05
C 0.67 -0.20 -0.90
C 1.52 0.81 -0.43
C 1.68 1.14 0.92
C 2.40 1.60 -1.37
O 3.03 2.54 -0.96
C 2.62 0.98 -2.76
C 3.54 1.55 -3.62
C 3.67 1.12 -4.94
C 2.79 0.17 -5.49
C 1.88 -0.45 -4.59
C 1.75 -0.03 -3.25
C 0.77 -0.65 -2.37
O -0.02 -1.50 -2.87
H 0.73 1.05 2.80
H -0.96 -0.64 2.02
H -0.71 -1.57 -0.28
H 2.52 1.74 1.25
H 4.08 2.44 -3.32
H 4.37 1.58 -5.62
H 2.97 -0.26 -6.46
H 1.22 -1.24 -4.94
C 5.15 3.09 10.73
C 4.07 2.60 11.40
C 3.07 2.04 10.62
C 3.15 1.87 9.24
C 4.29 2.36 8.57
C 5.29 3.02 9.33
C 4.53 2.17 7.08
O 5.40 2.73 6.46
C 3.53 1.18 6.38
C 3.61 0.93 5.00
C 2.78 0.05 4.34
C 1.94 -0.71 5.13
C 1.68 -0.38 6.48
C 2.45 0.69 7.03
C 2.11 1.13 8.49
O 1.10 0.66 9.06
H 5.92 3.56 11.33
H 3.87 2.74 12.45
H 2.17 1.58 11.01
H 6.21 3.42 8.94
H 4.29 1.54 4.43
H 2.81 -0.18 3.29
H 1.36 -1.42 4.55
H 0.89 -0.86 7.04
C -8.46 -1.59 -0.34
C -7.39 -1.50 0.52
C -6.15 -1.14 -0.03
C -5.97 -1.03 -1.36
C -7.08 -1.01 -2.19
C -8.30 -1.36 -1.60
C -7.00 -0.75 -3.63
O -7.97 -0.61 -4.39
C -5.54 -0.91 -4.23
C -5.29 -1.16 -5.61
C -4.06 -1.39 -6.16
C -2.97 -1.38 -5.35
C -3.03 -1.26 -4.00
C -4.35 -0.94 -3.47
C -4.55 -0.90 -1.96
O -3.59 -1.20 -1.26
H -9.43 -1.72 0.13
H -7.54 -1.58 1.59
H -5.19 -1.09 0.47
H -9.15 -1.26 -2.25
H -6.16 -0.95 -6.22
H -3.86 -1.57 -7.21
H -2.00 -1.55 -5.78
H -2.16 -1.54 -3.42
C 1.48 -2.63 -8.52
Br 0.18 -3.15 -7.26
Br 0.57 -2.08 -10.27
Br 2.80 -4.01 -8.67
H 1.92 -1.77 -8.02
C -0.57 -4.16 4.61
Br 0.35 -3.64 6.28
Br -1.52 -2.63 4.00
Br -1.85 -5.66 4.81
H 0.21 -4.46 3.91
C -0.06 3.33 5.53
Br -1.35 4.81 5.34
Br -0.77 2.13 6.97
Br 1.78 4.06 5.88
H 0.09 2.76 4.61
C 0.63 -5.88 1.17
Br -0.02 -4.09 0.78
Br -0.49 -7.10 2.07
Br 2.34 -5.70 2.03
H 0.83 -6.40 0.24
C 2.42 5.42 -7.42
Br 0.55 4.75 -7.66
Br 3.10 6.40 -8.95
Br 3.68 4.12 -6.70
H 2.32 6.17 -6.63
*
```


Record 3
# C53H35N8O7S2V

C53H35N8O7S2V as an isolated structure in a non-equilibrium geometry (the ωB97M-V functional and the def2-TZVPD basis, the OMol25 dataset).

Properties
<S²> = 0.77
LUMO (spin up / spin down) = -4.2 / -4.0 eV
HOMO energy (spin up / spin down) = -9.73 / -9.74 eV

The geometry in ORCA input format:
```
! RIJCOSX wB97M-V def2-TZVPD def2/J DEFGRID3
* xyz 1 2
V 0.09 -1.16 -0.38
C -2.44 2.59 -7.35
C -3.20 2.01 -6.34
C -2.59 1.22 -5.38
C -1.21 0.99 -5.43
C -0.46 1.58 -6.44
C -1.07 2.38 -7.40
C -0.54 0.17 -4.39
C -0.93 -1.06 -4.00
C -2.14 -1.83 -4.23
C -2.48 -2.72 -3.28
C -1.74 -2.81 -2.01
C -2.19 -3.52 -0.92
C -3.44 -4.33 -1.01
C -3.36 -5.70 -1.27
C -4.52 -6.46 -1.34
C -5.76 -5.86 -1.15
C -5.84 -4.50 -0.89
C -4.68 -3.74 -0.82
C -1.43 -3.57 0.28
N -0.38 -2.75 0.59
C 0.11 -3.15 1.85
C 1.19 -2.61 2.47
C 1.56 -3.13 3.81
C 2.70 -3.91 3.98
C 3.02 -4.41 5.23
C 2.22 -4.11 6.33
C 1.09 -3.32 6.17
C 0.76 -2.83 4.91
C 1.99 -1.54 1.94
C 3.06 -0.96 2.61
C 3.47 0.13 1.84
C 2.64 0.20 0.73
N 1.74 -0.86 0.75
C 2.71 1.32 -0.22
C 1.97 1.40 -1.32
C 1.90 2.40 -2.42
C 1.14 2.17 -3.50
C 0.44 0.82 -3.44
N 1.13 0.25 -1.61
C 3.66 2.42 0.09
C 3.21 3.57 0.73
C 4.10 4.60 1.02
C 5.43 4.48 0.66
C 5.88 3.34 0.01
C 4.99 2.31 -0.28
C -0.71 -4.23 2.30
C -1.66 -4.47 1.37
N -0.57 -2.11 -1.92
H -2.92 3.22 -8.09
H -4.27 2.19 -6.30
H -3.18 0.79 -4.58
H 0.61 1.40 -6.49
H -0.48 2.82 -8.19
H -2.77 -1.65 -5.10
H -3.37 -3.32 -3.37
H -2.40 -6.16 -1.42
H -4.46 -7.52 -1.55
H -6.66 -6.46 -1.20
H -6.81 -4.03 -0.74
H -4.74 -2.68 -0.61
H 3.32 -4.15 3.12
H 3.90 -5.03 5.35
H 2.48 -4.50 7.30
H 0.47 -3.09 7.02
H -0.12 -2.21 4.78
H 3.45 -1.28 3.55
H 4.28 0.80 2.04
H 2.48 3.31 -2.30
H 1.05 2.85 -4.33
H 2.16 3.65 1.01
H 3.74 5.50 1.51
H 6.13 5.28 0.89
H 6.92 3.25 -0.29
H 5.33 1.42 -0.79
H -0.56 -4.76 3.23
H -2.43 -5.22 1.39
S 0.32 1.91 2.55
C 1.03 2.62 3.88
N 2.33 2.90 4.01
C 2.79 3.37 5.31
C 1.57 3.97 6.00
S 0.15 3.05 5.32
H 2.96 2.64 3.27
H 3.57 4.13 5.17
H 3.21 2.55 5.89
H 1.44 5.02 5.76
H 1.60 3.85 7.08
O -1.98 5.43 -2.45
N -2.33 5.10 -1.34
O -2.91 5.80 -0.54
C -2.04 3.70 -0.93
C -2.55 3.25 0.26
C -2.29 1.94 0.63
C -1.49 1.14 -0.16
O -1.17 -0.14 0.12
C -0.95 1.65 -1.35
C -1.25 2.93 -1.76
N -0.20 0.70 -2.09
O -0.08 -1.77 -3.18
O 1.51 -0.06 -2.96
N -2.90 1.44 1.88
O -3.50 2.25 2.55
O -2.79 0.27 2.12
H -3.16 3.88 0.89
H -0.89 3.35 -2.69
*
```


Record 4
# C53H37NO18

A 8-piece molecular cluster, C53H37NO18 overall in a non-equilibrium geometry (the ωB97M-V functional and the def2-TZVPD basis, the OMol25 dataset).

Properties
LUMO = -1.8 eV
SMILES = CC(=O)OCc1cccc2c1C(=O)NC2=O.O=C1C=CC(=O)C=C1.O=C1C=CC(=O)C=C1.O=C1C=CC(=O)C=C1.O=C1C=CC(=O)C=C1.O=C1C=CC(=O)C=C1.O=C1C=CC(=O)C=C1.O=C1C=CC(=O)C=C1
HOMO energy = -9.88 eV

The geometry in ORCA input format:
```
! RIJCOSX wB97M-V def2-TZVPD def2/J DEFGRID3
* xyz 0 1
C 10.90 0.48 -3.51
C 9.91 -0.48 -2.92
O 10.21 -1.58 -2.59
O 8.66 0.01 -2.78
C 7.65 -1.00 -2.82
C 6.31 -0.37 -3.06
C 6.08 1.00 -3.04
C 4.81 1.52 -3.29
C 3.73 0.70 -3.57
C 3.96 -0.67 -3.58
C 5.22 -1.19 -3.32
C 5.11 -2.67 -3.39
O 5.98 -3.49 -3.35
N 3.72 -2.98 -3.51
C 3.03 -1.79 -3.85
O 1.92 -1.74 -4.28
H 10.63 1.50 -3.27
H 10.93 0.31 -4.58
H 11.86 0.22 -3.10
H 7.63 -1.62 -1.93
H 7.85 -1.68 -3.64
H 6.90 1.66 -2.82
H 4.66 2.59 -3.27
H 2.74 1.08 -3.78
H 3.64 -3.74 -4.17
C 0.54 2.26 -0.29
C -0.24 1.45 0.43
C 0.25 0.14 0.91
O -0.46 -0.59 1.57
C 1.64 -0.25 0.57
C 2.42 0.55 -0.15
C 1.93 1.87 -0.64
O 2.65 2.59 -1.29
H 0.21 3.22 -0.65
H -1.25 1.72 0.71
H 1.98 -1.22 0.93
H 3.44 0.29 -0.42
C -5.95 -2.98 2.41
C -6.07 -1.66 2.48
C -4.89 -0.78 2.31
O -4.98 0.43 2.37
C -3.58 -1.42 2.07
C -3.46 -2.74 2.00
C -4.64 -3.63 2.16
O -4.54 -4.83 2.09
H -6.80 -3.65 2.52
H -7.02 -1.17 2.66
H -2.73 -0.75 1.96
H -2.51 -3.22 1.82
C -6.52 -2.67 -2.33
C -7.65 -2.61 -3.04
C -8.41 -1.34 -3.16
O -9.44 -1.27 -3.80
C -7.86 -0.14 -2.48
C -6.73 -0.20 -1.78
C -5.98 -1.47 -1.65
O -4.95 -1.52 -1.01
H -5.95 -3.58 -2.23
H -8.07 -3.47 -3.54
H -8.44 0.78 -2.59
H -6.32 0.66 -1.27
C 9.49 -3.06 2.00
C 8.37 -2.45 1.63
C 7.31 -3.19 0.89
O 6.28 -2.64 0.55
C 7.55 -4.62 0.59
C 8.68 -5.22 0.95
C 9.74 -4.49 1.69
O 10.76 -5.04 2.03
H 10.28 -2.54 2.53
H 8.17 -1.41 1.84
H 6.76 -5.13 0.05
H 8.87 -6.26 0.74
C -12.02 0.44 -5.25
C -13.05 0.35 -6.09
C -13.83 1.55 -6.50
O -14.76 1.47 -7.27
C -13.41 2.86 -5.93
C -12.39 2.95 -5.09
C -11.61 1.75 -4.68
O -10.68 1.85 -3.91
H -11.45 -0.42 -4.94
H -13.37 -0.59 -6.52
H -13.99 3.72 -6.24
H -12.07 3.89 -4.66
C -3.37 2.18 4.56
C -3.45 2.03 5.88
C -2.44 2.62 6.78
O -2.51 2.48 7.99
C -1.33 3.39 6.17
C -1.25 3.55 4.85
C -2.26 2.95 3.94
O -2.18 3.09 2.74
H -4.09 1.75 3.87
H -4.24 1.46 6.35
H -0.60 3.82 6.84
H -0.45 4.11 4.38
C 4.83 3.78 6.60
C 3.79 4.54 6.28
C 2.61 3.97 5.57
O 1.66 4.66 5.28
C 2.64 2.52 5.25
C 3.69 1.77 5.57
C 4.87 2.34 6.27
O 5.82 1.65 6.56
H 5.70 4.18 7.11
H 3.74 5.60 6.51
H 1.77 2.13 4.74
H 3.73 0.71 5.34
*
```


We obtain DFT total energy values of -251696.83813; -1136165.83705; -129124.92733; -93899.40005 eV for the records listed above, in that order.